a.
# H23O11

A cluster of 11 separate species, H23O11 in total (ωB97M-V/def2-TZVPD, OMol25).

Last column: natural (NBO) charge in e.
Positions of all 34 atoms, in Å:
O1 -0.803 -2.317 -3.150  -0.956
H1 -0.708 -3.139 -3.593  0.493
H2 -1.169 -1.752 -3.753  0.475
O2 1.146 -1.595 0.334  -1.013
H3 1.813 -1.135 0.964  0.523
H4 1.492 -2.111 -0.417  0.497
O3 2.328 1.116 1.112  -0.997
H5 1.155 0.141 -1.305  0.519
H6 0.302 1.646 1.692  0.515
O4 -0.588 -3.138 1.987  -0.958
H7 0.164 -3.171 1.436  0.483
H8 -0.200 -3.706 2.695  0.474
O5 -2.501 -0.511 1.685  -0.848
H9 -2.106 -1.190 2.328  0.565
H10 -2.301 -0.785 0.611  0.557
O6 0.136 2.465 -0.874  -0.995
H11 -0.237 3.119 -1.305  0.454
H12 2.228 2.094 0.591  0.516
O7 -0.613 1.365 2.090  -1.026
H13 2.363 1.428 2.083  0.492
O8 4.232 0.493 -1.124  -0.926
H14 4.375 1.309 -1.465  0.455
H15 4.048 0.890 -0.226  0.470
O9 -1.830 -1.134 -0.709  -0.978
H16 -0.973 -0.639 -0.725  0.525
H17 -1.697 -1.831 -1.382  0.540
O10 0.287 0.164 -1.746  -0.909
H18 -2.138 3.817 0.266  0.494
H19 0.395 -0.121 -2.516  0.471
O11 -1.909 2.895 0.482  -0.932
H20 -0.076 1.584 -1.327  0.486
H21 -2.763 2.589 1.021  0.474
H22 -1.873 0.272 1.722  0.548
H23 -1.170 2.275 1.907  0.513

Results
Total charge   +1
HOMO   -13.6 eV
LUMO level   -2.780 eV


b.
# H23O11

A cluster of 11 separate species, H23O11 in total (ωB97M-V/def2-TZVPD, OMol25).

Last column: natural (NBO) charge in e.
Positions of all 34 atoms, in Å:
O1 3.124 -1.491 0.587  -0.976
H1 1.513 -2.485 2.300  0.555
H2 2.784 -1.566 -0.373  0.505
O2 -1.051 -0.705 -0.048  -0.962
H3 3.941 -1.107 0.549  0.503
H4 4.040 2.855 -1.431  0.489
O3 0.991 -2.461 1.564  -0.839
H5 0.764 -1.985 -2.256  0.489
H6 -1.417 0.586 4.360  0.479
O4 -1.946 3.627 -2.296  -0.927
H7 -0.951 3.940 -2.053  0.472
H8 2.197 2.016 -2.831  0.445
O5 -3.300 0.655 1.887  -0.962
H9 -0.014 0.857 4.770  0.487
H10 -1.680 -1.282 -0.348  0.477
O6 -1.461 0.346 -2.584  -0.935
H11 -0.859 -0.322 -2.236  0.459
H12 1.320 -1.567 0.919  0.590
O7 3.738 2.011 -1.265  -0.935
H13 -0.018 -2.308 1.438  0.588
O8 1.347 1.867 -3.451  -0.936
H14 0.923 0.910 -3.381  0.484
H15 -1.747 0.049 -0.251  0.521
O9 -1.538 -2.129 2.251  -0.941
H16 2.894 1.718 -1.684  0.450
H17 -1.612 -2.888 2.847  0.485
O10 0.849 -1.271 -1.757  -0.991
H18 -1.467 -1.479 2.994  0.514
H19 0.317 -1.045 -1.037  0.492
O11 -0.450 0.083 4.382  -0.964
H20 -2.138 3.022 -1.597  0.456
H21 -1.223 0.370 -3.424  0.464
H22 -3.787 0.558 0.934  0.476
H23 -4.082 0.618 2.520  0.487

Results
Total charge   +1
HOMO   -13.1 eV
LUMO level   -3.498 eV


Energy ordering: a at the bottom, the next structure 2.733 eV above.


a.
# C3H5NS

A cluster of 2 separate species, C3H5NS in total (ωB97M-V/def2-TZVPD, OMol25).

Last column: Löwdin spin population.
Positions of all 10 atoms, in Å:
C1 0.111 0.515 -0.868  0.027
C2 -0.252 -1.977 0.952  1.382
C3 -0.479 1.757 -0.909  0.004
N1 0.850 -0.337 -0.696  0.038
S1 1.090 -1.992 1.874  0.434
H1 1.820 -2.900 1.281  0.041
H2 -1.028 -1.178 1.384  0.072
H3 0.281 2.532 -1.126  0.002
H4 -1.225 1.733 -1.804  0.000
H5 -1.168 1.846 -0.089  0.001

Results
HOMO (alpha / beta)   -6.7 / -9.9 eV
LUMO level (alpha / beta)   0.697 / -0.750 eV
Multiplicity   3


b.
# C3H5NS

An isolated molecule of C3H5NS (ωB97M-V/def2-TZVPD, OMol25).

Last column: Löwdin spin population.
Positions of all 10 atoms, in Å:
C1 -0.442 0.794 0.160  0.102
C2 0.699 0.675 0.386  0.480
C3 -1.837 0.727 -0.256  0.005
N1 3.341 -0.470 -0.816  0.137
S1 2.930 0.771 0.341  1.240
H1 -2.228 1.656 0.089  -0.001
H2 -2.219 -0.165 0.129  0.002
H3 -1.885 0.785 -1.395  0.002
H4 2.936 -0.060 -1.645  0.020
H5 2.887 -1.309 -0.567  0.013

Results
HOMO (alpha / beta)   -6.8 / -9.2 eV
LUMO level (alpha / beta)   0.565 / -2.809 eV
Multiplicity   3


Energy ordering: a at the bottom, the next structure 1.334 eV above.


a.
# C2H8S4

A cluster of 2 separate species, C2H8S4 in total (ωB97M-V/def2-TZVPD, OMol25).

Last column: natural (NBO) charge in e.
Positions of all 14 atoms, in Å:
C1 2.080 -0.793 -0.723  -0.741
S1 2.065 -1.848 0.778  0.070
S2 0.107 -2.647 0.590  -0.145
H1 1.126 -0.280 -0.855  0.223
H2 2.778 0.033 -0.609  0.230
H3 2.228 -1.485 -1.542  0.224
H4 0.549 -3.923 0.428  0.139
C2 -0.685 1.945 0.102  -0.740
S3 -2.065 1.153 -0.831  0.073
S4 -3.183 0.223 0.684  -0.123
H5 -0.035 2.351 -0.666  0.228
H6 -1.142 2.629 0.814  0.221
H7 -0.085 1.283 0.735  0.222
H8 -3.740 1.357 1.094  0.120

Results
HOMO   -8.8 eV
SMILES   CSS.CSS
LUMO level   0.391 eV


b.
# C2H8S4

A cluster of 2 separate species, C2H8S4 in total (ωB97M-V/def2-TZVPD, OMol25).

Last column: natural (NBO) charge in e.
Positions of all 14 atoms, in Å:
C1 -0.157 2.334 -0.359  -0.770
S1 -1.557 1.098 -0.669  0.073
S2 -1.045 0.576 -2.583  -0.140
H1 0.608 1.900 0.362  0.224
H2 0.399 3.003 -1.133  0.250
H3 -0.727 3.112 0.287  0.223
H4 -0.845 -0.758 -2.182  0.140
C2 1.031 -1.839 0.197  -0.728
S3 0.677 -2.312 2.046  0.066
S4 -0.247 -0.631 2.552  -0.124
H5 0.204 -2.303 -0.335  0.210
H6 1.262 -0.802 -0.087  0.233
H7 1.898 -2.429 -0.241  0.220
H8 -1.503 -0.949 2.144  0.122

Results
HOMO   -8.8 eV
SMILES   CSS.CSS
LUMO level   0.387 eV


Energy ordering: a at the bottom, the next structure 0.857 eV above.


a.
# C2H4N2O

A cluster of 2 separate species, C2H4N2O in total (ωB97M-V/def2-TZVPD, OMol25).

Last column: Löwdin spin population.
Positions of all 9 atoms, in Å:
C1 1.287 0.193 0.320  0.018
C2 -1.538 0.314 -0.227  0.752
N1 1.863 1.172 -0.070  0.016
N2 0.724 -0.867 0.302  0.020
O1 -1.459 1.288 0.448  0.939
H1 -2.527 -0.291 -0.201  0.143
H2 -0.839 0.040 -0.935  0.106
H3 0.474 -1.398 1.169  0.002
H4 1.361 1.991 -0.433  0.003

Results
HOMO (alpha / beta)   -6.4 / -10.4 eV
LUMO level (alpha / beta)   0.876 / -2.392 eV
Multiplicity   3


b.
# C2H4N2O

A cluster of 2 separate species, C2H4N2O in total (ωB97M-V/def2-TZVPD, OMol25).

Last column: Löwdin spin population.
Positions of all 9 atoms, in Å:
C1 -0.593 1.005 0.268  0.337
C2 1.384 -0.551 -0.145  0.042
N1 -2.635 0.521 -0.100  0.761
N2 0.066 0.038 -0.023  0.187
O1 -2.634 -0.644 0.041  0.620
H1 -0.681 1.967 0.704  0.046
H2 1.517 -0.595 -1.275  -0.001
H3 2.179 -0.133 0.302  0.008
H4 1.397 -1.608 0.227  0.000

Results
HOMO (alpha / beta)   -7.0 / -11.2 eV
LUMO level (alpha / beta)   0.765 / -0.100 eV
Multiplicity   3


Energy ordering: b at the bottom, the next structure 0.166 eV above.


a.
# C6H14NOS

The ion C6H14NOS with charge +1 (ωB97M-V/def2-TZVPD, OMol25).

Last column: natural (NBO) charge in e.
Positions of all 23 atoms, in Å:
C1 -0.947 1.368 -0.069  -0.280
C2 -2.425 1.242 0.142  -0.569
C3 -1.660 -1.202 0.666  -0.330
C4 1.949 0.668 -0.760  -0.681
C5 1.578 -1.450 0.622  -0.650
C6 0.928 -0.371 -0.344  0.428
N1 -0.166 0.302 0.485  -0.492
O1 0.238 -0.963 -1.372  -0.742
S1 -2.822 -0.459 -0.352  0.457
H1 -0.728 1.090 -1.112  0.244
H2 -0.522 2.286 0.283  0.247
H3 -2.923 1.562 1.031  0.256
H4 -2.899 2.053 -0.544  0.283
H5 -1.251 -2.121 0.225  0.256
H6 -1.368 -0.943 1.762  0.248
H7 2.227 1.151 0.122  0.223
H8 1.641 1.356 -1.586  0.244
H9 2.844 0.289 -1.309  0.250
H10 1.995 -0.805 1.468  0.216
H11 0.876 -2.099 1.137  0.223
H12 2.501 -1.982 0.027  0.256
H13 0.142 0.487 1.465  0.406
H14 0.793 -1.461 -1.986  0.509

Results
Total charge   +1
HOMO (alpha / beta)   -13.6 / -13.6 eV
LUMO level (alpha / beta)   -4.345 / -4.344 eV


b.
# C6H14NOS

The ion C6H14NOS with charge +1 (ωB97M-V/def2-TZVPD, OMol25).

Last column: natural (NBO) charge in e.
Positions of all 23 atoms, in Å:
C1 -3.408 -0.628 1.622  -0.612
C2 -2.030 -1.201 1.249  -0.441
C3 -1.714 -1.131 -0.245  -0.082
O1 -0.569 -0.226 -0.472  -0.681
S1 0.553 -0.840 -1.421  1.234
N1 1.369 0.507 -1.795  -0.743
C4 2.194 0.963 -0.883  0.535
C5 2.189 2.430 -0.669  -0.704
C6 3.160 0.102 -0.137  -0.738
H1 -4.147 -1.408 1.788  0.227
H2 -3.324 -0.086 2.564  0.229
H3 -3.757 0.096 0.886  0.209
H4 -1.927 -2.228 1.597  0.228
H5 -1.265 -0.618 1.765  0.227
H6 -1.503 -2.119 -0.664  0.193
H7 -2.550 -0.704 -0.797  0.214
H8 -0.117 -0.950 -2.596  0.109
H9 2.495 2.909 -1.605  0.285
H10 2.906 2.725 0.091  0.242
H11 1.176 2.745 -0.419  0.275
H12 3.698 0.678 0.611  0.255
H13 3.894 -0.286 -0.848  0.281
H14 2.678 -0.731 0.379  0.257

Results
Total charge   +1
HOMO   -14.2 eV
LUMO level   -4.535 eV


Energy ordering: a at the bottom, the next structure 0.085 eV above.


a.
# C24H34N6O3

A structure of composition C24H34N6O3 (ωB97M-V/def2-TZVPD, OMol25).

Last column: natural (NBO) charge in e.
Positions of all 67 atoms, in Å:
C1 -8.814 -2.093 1.074  -0.644
C2 -7.713 -1.113 1.568  -0.106
H1 -7.590 -1.157 2.621  0.193
H2 -8.132 -0.110 1.338  0.223
O1 -6.534 -1.476 0.875  -0.479
C3 -6.352 -0.812 -0.101  0.787
O2 -7.175 -0.175 -0.590  -0.631
C4 -4.912 -1.050 -0.743  -0.262
C5 -4.583 -0.287 -1.994  -0.387
C6 -4.288 1.127 -1.616  -0.226
N1 -3.391 1.568 -0.548  -0.419
C7 -2.286 2.112 -0.972  0.699
O3 -1.941 2.236 -2.111  -0.633
C8 -1.145 2.302 0.295  -0.261
H3 -1.705 2.430 1.058  0.178
C9 -0.313 3.358 0.034  -0.457
H4 -0.086 3.265 -1.124  0.220
C10 1.082 3.199 0.653  -0.197
N2 1.883 2.153 0.053  -0.356
C11 3.076 1.966 0.365  0.385
N3 3.736 2.956 0.670  -0.514
C12 4.975 2.983 1.053  0.296
N4 5.893 2.000 0.654  -0.496
C13 5.170 0.894 0.267  0.301
N5 5.737 -0.183 -0.559  -0.388
C14 4.754 -1.072 -0.750  0.409
N6 3.545 -0.646 -0.636  -0.484
C15 3.883 0.935 -0.146  0.000
C16 4.740 -2.518 -1.134  -0.443
H5 3.861 -2.863 -1.468  0.250
C17 5.419 -3.318 -0.243  -0.401
C18 6.886 -3.303 -0.127  -0.331
C19 7.378 -1.915 0.655  -0.389
C20 7.099 -0.869 -0.289  -0.291
H6 7.629 0.060 0.124  0.233
H7 7.520 -0.755 -1.244  0.230
H8 8.440 -2.004 0.692  0.221
H9 6.809 -1.784 1.840  0.216
H10 7.245 -4.048 0.656  0.202
H11 7.300 -3.261 -0.873  0.144
H12 4.978 -3.345 0.919  0.187
H13 5.068 -4.383 -0.268  0.228
H14 5.362 -2.525 -2.103  0.198
H15 5.518 3.626 1.341  0.149
C21 0.830 1.057 -0.474  -0.210
H16 1.643 -0.009 -0.381  0.270
C22 -0.257 0.814 0.475  -0.389
H17 -0.786 -0.095 0.162  0.220
H18 -0.039 0.884 1.378  0.187
H19 0.542 1.267 -1.398  0.198
H20 1.036 3.275 1.617  0.173
H21 1.785 4.146 0.278  0.216
H22 -0.516 4.389 0.120  0.242
C23 -3.634 0.647 0.772  -0.221
H23 -2.842 0.849 1.564  0.226
C24 -3.812 -0.684 0.679  -0.415
H24 -4.177 -1.309 1.338  0.238
H25 -2.975 -1.196 0.217  0.207
H26 -4.632 1.244 1.027  0.207
H27 -3.830 1.681 -2.207  0.222
H28 -5.210 1.543 -1.368  0.190
H29 -5.278 -0.430 -2.541  0.201
H30 -3.562 -0.722 -2.379  0.198
H31 -5.051 -2.180 -0.713  0.227
H32 -8.953 -2.033 -0.042  0.227
H33 -8.484 -3.187 1.188  0.206
H34 -9.823 -2.061 1.524  0.224

Results
HOMO   -7.9 eV
LUMO level   0.594 eV


b.
# C24H34N6O3

An isolated molecule of C24H34N6O3 (ωB97M-V/def2-TZVPD, OMol25).

Last column: natural (NBO) charge in e.
Positions of all 67 atoms, in Å:
C1 -1.416 -4.125 1.615  -0.610
H1 -1.698 -3.566 2.503  0.204
H2 -1.737 -5.155 1.751  0.209
H3 -1.944 -3.710 0.760  0.211
C2 0.091 -4.069 1.375  -0.213
C3 0.464 -4.978 0.205  -0.598
H4 0.141 -5.999 0.394  0.207
H5 -0.016 -4.626 -0.705  0.206
H6 1.540 -4.983 0.050  0.203
C4 0.552 -2.641 1.066  -0.417
C5 0.457 -1.701 2.271  -0.207
N1 0.906 -0.373 1.925  -0.213
N2 2.079 -0.035 2.351  0.231
O1 2.535 1.060 2.008  -0.470
C6 0.059 0.430 1.045  -0.070
H7 -0.834 -0.168 0.849  0.241
C7 0.796 0.673 -0.279  -0.250
N3 -0.118 1.226 -1.252  -0.288
N4 -1.109 0.336 -1.641  0.358
O2 -1.059 -0.886 -1.400  -0.516
C8 0.428 1.904 -2.426  -0.045
C9 -0.732 2.753 -2.970  -0.214
N5 -1.975 2.281 -2.374  -0.263
N6 -2.062 0.890 -2.309  0.365
O3 -3.031 0.267 -2.771  -0.483
C10 -3.164 2.874 -2.941  -0.418
H8 -3.248 2.696 -4.018  0.192
H9 -4.032 2.439 -2.450  0.239
H10 -3.130 3.943 -2.746  0.211
H11 -0.628 3.798 -2.674  0.218
H12 -0.774 2.705 -4.068  0.186
H13 1.237 2.543 -2.065  0.226
C11 0.973 0.948 -3.509  -0.450
C12 2.071 0.054 -2.997  -0.044
C13 3.314 0.585 -2.673  -0.168
C14 4.311 -0.225 -2.161  -0.218
C15 4.078 -1.576 -1.971  -0.213
C16 2.848 -2.116 -2.306  -0.206
C17 1.850 -1.306 -2.818  -0.210
H14 0.885 -1.731 -3.056  0.230
H15 2.659 -3.170 -2.164  0.217
H16 4.855 -2.207 -1.565  0.216
H17 5.269 0.201 -1.905  0.216
H18 3.501 1.639 -2.823  0.197
H19 0.159 0.334 -3.901  0.221
H20 1.355 1.564 -4.327  0.225
H21 1.602 1.391 -0.128  0.248
H22 1.225 -0.277 -0.616  0.231
C18 -0.360 1.741 1.730  -0.459
C19 -1.188 1.431 2.944  0.074
C20 -0.602 1.361 4.201  -0.245
C21 -1.356 1.016 5.309  -0.203
C22 -2.704 0.733 5.171  -0.226
C23 -3.296 0.799 3.921  -0.193
C24 -2.541 1.143 2.814  -0.254
H23 -3.006 1.191 1.839  0.210
H24 -4.348 0.580 3.808  0.212
H25 -3.293 0.464 6.035  0.213
H26 -0.889 0.966 6.282  0.213
H27 0.450 1.580 4.312  0.219
H28 0.533 2.302 2.007  0.239
H29 -0.934 2.326 1.009  0.225
H30 1.104 -2.055 3.076  0.224
H31 -0.569 -1.635 2.639  0.206
H32 -0.051 -2.255 0.241  0.229
H33 1.595 -2.664 0.740  0.206
H34 0.608 -4.423 2.275  0.190

Results
HOMO   -8.1 eV
LUMO level   0.541 eV


Energy ordering: b at the bottom, the next structure 11.654 eV above.